{"formula": "C13H38Cl2O12", "method": "the ωB97M-V functional and the def2-TZVPD basis", "spin_multiplicity": 1, "homo_lumo_gap_ev": 10.23, "smiles": "ClCCl.OCCO.OCCO.OCCO.OCCO.OCCO.OCCO", "total_energy_ha": -2341.1635, "e_homo_ha": -0.3685, "elements": ["H", "C", "H", "H", "Cl", "H", "O", "C", "H", "H", "H", "C", "C", "H", "H", "H", "C", "H", "H", "H", "Cl", "O", "H", "H", "O", "H", "H", "H", "H", "C", "H", "O", "H", "C", "O", "H", "O", "O", "H", "O", "H", "H", "O", "H", "C", "C", "C", "C", "H", "H", "H", "H", "O", "H", "C", "H", "C", "O", "H", "H", "H", "H", "H", "O", "H"], "coordinates": [[3.8029, -4.0310, 0.3612], [-3.2600, 3.1756, -6.3599], [4.6046, -5.3850, 1.1734], [2.6902, -5.9382, 1.9116], [2.2240, 0.2580, -0.6642], [4.7235, 0.6259, 4.3342], [-0.3004, 6.7495, 0.0057], [4.1999, -5.8953, -0.7928], [-1.8727, 2.2596, 7.9177], [-1.8746, 0.8869, 5.1889], [3.4395, -5.6345, -1.5288], [-0.7561, 5.7655, -0.9152], [-2.3445, 1.8793, 7.0117], [-0.2929, 0.7433, 7.0271], [-2.7016, 3.8700, -5.7322], [0.0683, 4.6378, -2.6804], [3.8088, -5.1145, 0.4795], [-4.4629, 0.1444, -5.5170], [1.1651, 4.9186, -1.2756], [-6.9172, -3.5712, -3.3022], [-0.6559, -0.0722, -0.4629], [-0.1534, 1.1878, 6.1877], [0.9513, 0.6173, 1.2677], [-3.5173, 0.6119, 7.9927], [3.9850, -7.2989, -0.5377], [-4.2505, 3.4681, -6.7085], [-4.5972, -4.6018, -4.5937], [-1.0671, 4.9075, -0.3192], [-3.2416, 2.4793, 6.8591], [-5.6675, -3.0321, -2.0162], [0.7133, 7.1181, -1.8175], [-5.0100, -3.8497, -4.1630], [-2.4114, 1.4311, -5.2636], [7.3931, -0.6121, 2.8600], [5.2788, 0.5029, 3.5608], [-1.6292, 6.1018, -1.4744], [0.6811, 6.5352, -2.5796], [6.9147, -0.8319, 1.5787], [8.0888, 0.2241, 2.7896], [-2.7605, 0.6033, 7.4021], [-3.7192, -3.4386, -2.7168], [-2.6617, 3.6434, -8.1045], [-2.5169, 2.9294, -7.4793], [-4.6028, -4.9886, -2.4223], [-1.4008, 1.6814, 5.7655], [0.3534, 5.3219, -1.8811], [0.8399, -0.0710, 0.4299], [-3.3916, 1.8815, -5.4201], [5.1685, -5.6732, -1.2406], [-1.3847, 2.6181, 5.2082], [5.8221, -1.3729, 4.1272], [6.5787, -0.0406, 4.9277], [-4.1894, 0.8782, -6.0723], [-3.7399, 2.2223, -4.4452], [-4.6669, -3.9698, -2.8045], [-0.9010, 6.8313, 0.7502], [6.3004, -0.4113, 3.9412], [2.5716, -5.4957, 1.0679], [3.0466, -7.4730, -0.6414], [6.4627, -0.0171, 1.3477], [8.0226, -1.4135, 3.2467], [-5.6088, -3.1912, -0.9395], [0.8745, -1.0618, 0.8831], [-6.9778, -3.1660, -2.4340], [-5.2676, -2.0580, -2.2978]], "forces_ev_per_a": [[0.0969, -0.0174, -0.3281], [-0.6519, -1.8215, 2.0662], [0.1456, 0.3484, 0.3313], [0.3244, -0.0199, -0.2266], [-0.2867, -0.3018, 0.4151], [-0.1128, 0.1001, -0.1289], [0.7659, 0.3200, -0.5915], [-2.9655, -0.3107, 0.0833], [0.7741, 0.8336, -0.4277], [-0.3003, 0.2491, -0.3766], [0.1418, 0.2988, -0.4851], [-0.8311, -1.8065, 0.3965], [-0.0280, 0.0954, -0.0299], [0.0037, -0.1732, 0.0224], [-0.5604, 0.6270, 0.2508], [-0.3700, -0.3155, 0.5513], [1.5170, -0.4829, 0.8456], [0.2669, 0.2144, 0.3930], [0.3752, -0.0066, -0.2283], [-0.2713, 0.0323, -0.4171], [-0.5428, 0.5067, 0.0109], [0.6310, 0.6064, -0.1920], [-0.6472, 0.4001, -0.4542], [0.0878, 0.2512, -0.0009], [1.1016, 0.2749, -0.1280], [-0.2813, 0.4004, 0.8240], [-0.1149, 0.0755, -0.4256], [-0.1683, -0.3526, -0.0799], [0.1843, 0.3965, -0.6852], [1.6465, -0.6662, -0.7617], [0.3586, 0.9951, -0.2958], [-0.4674, -0.7757, -0.4642], [0.3605, 0.3462, -0.0246], [0.4711, 1.1365, 1.7637], [-0.0222, 0.3087, -0.9036], [0.0473, 0.2564, -0.1384], [0.6031, -0.5585, 0.5405], [-0.5373, -0.6686, -0.3303], [-0.0634, 0.4922, 0.4605], [-0.2706, -1.9607, -0.1240], [0.4483, -0.4991, 0.5696], [0.0749, -0.0759, -0.0566], [1.2819, -0.7979, -1.6086], [-0.1881, -0.1062, -0.2026], [-1.7705, -0.1901, 1.8504], [-0.6958, 1.5703, 0.0310], [0.8969, -0.5788, 0.4360], [0.2640, 0.2566, -1.6292], [0.1229, -0.2093, 0.5968], [0.6978, -0.1121, -0.0470], [0.0538, -0.3898, -0.1706], [1.3234, -0.3134, -0.0813], [-0.2390, 0.9176, -0.1916], [-0.5159, -0.0834, -0.0165], [-0.2392, 1.7789, 1.3471], [-0.0853, -0.1191, -0.1898], [-0.6977, -0.1903, 0.1499], [-0.4919, 0.0059, -0.7850], [0.0079, 0.1384, 0.0987], [-0.2492, 0.0029, -0.2772], [-0.1960, -0.4871, -0.4856], [0.1681, 0.0602, -0.0285], [0.5888, -0.0281, -0.4012], [-0.7247, -0.4005, -0.0047], [-0.2450, 0.5221, 0.3892]]}

{"formula": "C8H17NO", "method": "the ωB97M-V functional and the def2-TZVPD basis", "spin_multiplicity": 1, "homo_lumo_gap_ev": 10.23, "smiles": "[H]/N=C(/C)C(C)=O.CC(C)C", "total_energy_ha": -444.9882, "e_homo_ha": -0.3504, "elements": ["C", "H", "H", "C", "H", "H", "H", "C", "C", "H", "N", "C", "H", "H", "O", "H", "H", "C", "H", "H", "H", "C", "C", "H", "H", "H", "H"], "coordinates": [[-1.2653, 0.1776, -1.0334], [3.2306, 0.2085, 2.1656], [0.6467, -1.4622, 2.6625], [2.2690, 0.5793, 1.7935], [2.1611, -2.2091, 2.1339], [1.8905, -1.5952, -0.8865], [-4.7374, 0.7390, -0.9158], [1.2462, -1.7194, 1.7823], [2.4028, -0.8493, -0.2681], [2.4747, 1.4782, 1.2015], [-0.8848, -0.9991, -1.4134], [1.5639, -0.4792, 0.9522], [-0.4451, 2.0970, -0.6391], [0.5647, -0.0386, 0.6190], [-2.9305, -0.1608, 0.6689], [-3.6325, 2.1229, -1.1602], [0.6838, -2.4474, 1.1869], [-2.6974, 0.3616, -0.4063], [-1.1549, 1.9317, -2.2626], [-1.5084, -1.7226, -1.0317], [0.4110, 1.1801, -1.9078], [-0.5708, 1.4239, -1.4919], [-3.7382, 1.0379, -1.2499], [2.6141, 0.0317, -0.8844], [3.3644, -1.2880, 0.0210], [1.6609, 0.8653, 2.6594], [-3.6193, 0.7359, -2.2958]], "forces_ev_per_a": [[-1.2890, -1.1743, -1.4275], [-0.0758, -0.0123, -0.0165], [0.0507, -0.0509, -0.1161], [0.0188, 0.1016, 0.0609], [-0.0203, 0.0709, -0.0569], [0.0089, 0.2194, 0.0330], [0.2683, 0.1332, 0.0838], [-0.1617, -0.0378, 0.0282], [-0.1870, -0.0699, -0.2093], [-0.0443, -0.0667, 0.0883], [-0.3329, 1.4776, 1.0813], [-0.8536, 0.4047, -0.1317], [0.0076, 0.1052, -0.1359], [1.3209, -0.5666, 0.3050], [-0.0337, 0.5796, -0.8390], [-0.0259, -0.0685, -0.1468], [0.0643, 0.0716, 0.0989], [1.1696, -1.3043, 0.9222], [-0.0755, 0.0036, 0.1003], [0.0341, 0.2727, -0.1588], [-0.1673, -0.0030, 0.0906], [0.4551, -0.2315, 0.2645], [-0.2093, -0.0674, -0.0624], [-0.0287, -0.1214, 0.0150], [-0.0643, 0.1116, 0.1463], [0.0985, -0.0063, -0.1145], [0.0724, 0.2290, 0.0971]]}